# 1
Density functional theory data (ωB97M-V with the def2-TZVPD basis set) for 3 unconnected molecules or ions with the total composition C20H42N3O4.

Results
2S+1 ... 1
E_HOMO ... -10.9 eV
Gap between HOMO and LUMO ... 6.92 eV
Lowest unoccupied orbital energy ... -0.14533 Eh
Net charge ... +1

CARTESIAN COORDINATES (ANGSTROEM)
O -1.76 -5.96 3.80
O 2.97 -0.35 -4.33
O -0.52 -3.53 2.66
O 2.09 -2.28 -6.37
N 0.31 1.29 -1.59
N -2.74 3.67 1.87
N -1.92 1.33 2.10
C 1.42 0.93 1.22
C -0.81 0.70 2.13
C 2.03 1.88 0.16
C -3.22 3.63 0.68
C -2.42 3.32 -0.56
C -1.96 -5.49 2.48
C -0.19 2.97 2.02
C 0.51 -3.64 3.62
C 2.99 -1.70 -7.29
C 0.26 4.02 3.01
C -2.39 -5.16 4.79
C -1.71 2.79 2.32
C 0.81 5.17 2.65
C 0.41 1.54 2.26
C 1.73 1.45 -1.28
C 2.38 -1.61 -4.06
C 2.69 -2.63 -5.13
C -4.66 3.98 0.48
C -0.75 -4.75 1.95
C 2.06 0.59 -4.87
H -2.18 -4.10 4.65
H 2.64 1.44 -5.23
H 2.31 0.57 -1.56
H -2.25 2.24 -0.64
H 1.38 0.95 -4.09
H 3.67 -2.45 -7.70
H -1.77 2.87 3.41
H 2.10 2.26 -1.91
H -5.01 3.56 -0.46
H 1.49 -3.69 3.13
H -3.47 -5.32 4.78
H 1.48 0.18 -5.69
H 3.58 -0.90 -6.83
H 0.85 6.01 3.34
H 1.21 5.31 1.65
H -5.27 3.66 1.32
H -0.01 3.41 1.04
H 0.39 -4.53 4.25
H -2.91 3.69 -1.46
H 0.85 1.52 3.25
H 2.25 0.52 1.80
H -1.44 3.77 -0.47
H 0.47 -2.76 4.25
H -0.93 -4.49 0.90
H 2.40 -1.28 -8.11
H 0.13 -5.39 1.99
H 1.78 2.93 0.30
H 3.77 -2.74 -5.24
H 3.11 1.82 0.26
H -0.27 1.10 -0.79
H -2.00 -5.48 5.76
H 2.79 -1.97 -3.11
H -2.13 -6.37 1.85
H 0.98 0.07 0.72
H -2.85 -4.86 2.42
H 2.27 -3.59 -4.83
H -0.77 -0.38 1.98
H -0.07 2.07 -2.12
H -4.75 5.06 0.36
H 1.29 -1.51 -3.94
H 0.09 3.81 4.06
H -2.81 0.86 1.96

***

# 2
Density functional theory data (ωB97M-V with the def2-TZVPD basis set) for 3 unconnected molecules or ions with the total composition C20H42N3O9.

Results
2S+1 ... 1
E_HOMO ... -10.9 eV
Gap between HOMO and LUMO ... 7.49 eV
Lowest unoccupied orbital energy ... -0.12414 Eh
Net charge ... +1

CARTESIAN COORDINATES (ANGSTROEM)
O 1.26 -4.37 1.01
O 2.45 0.75 5.42
O 6.24 -5.96 -0.69
O -2.80 1.68 -2.19
O 4.59 -4.42 0.17
O -0.67 1.95 5.32
O -5.17 3.50 -2.98
O -2.42 4.89 -3.07
O 0.64 0.47 2.94
N 0.45 -1.47 -0.27
N 1.33 -3.99 -0.28
N 1.28 -2.79 -2.46
C -4.36 2.64 -3.79
C -1.45 3.13 5.32
C 1.00 -2.68 -0.98
C -1.90 5.74 -4.08
C 1.82 -4.88 -1.40
C -3.63 5.38 -2.51
C 3.28 -0.23 6.02
C 0.98 -0.25 -3.22
C 3.88 -6.57 -1.44
C 2.30 -6.40 -1.02
C -1.24 0.93 4.50
C 4.92 -5.62 -0.61
C -0.15 -0.04 4.03
C -3.89 1.38 -3.06
C 2.79 0.99 4.05
C -4.48 4.23 -1.96
C -2.69 0.77 -1.11
C 1.17 -1.83 -3.61
C 1.78 -4.15 -2.87
C 1.57 1.51 3.29
H 1.91 0.05 -2.56
H -1.64 6.71 -3.66
H 0.48 -1.70 0.75
H 1.07 2.33 3.81
H 3.20 -1.18 5.47
H -2.49 -0.24 -1.48
H 3.99 -6.30 -2.59
H 2.06 -4.57 -3.93
H -1.98 0.39 5.10
H -1.01 5.27 -4.50
H 1.04 -0.62 -0.42
H 2.08 -6.71 0.10
H -5.01 2.32 -4.62
H 4.23 -7.68 -1.30
H -3.61 0.77 -0.51
H -0.64 -0.94 3.63
H 4.32 0.10 6.04
H -5.26 4.66 -1.32
H 0.01 -0.16 -2.53
H 3.16 0.08 3.58
H 0.48 -0.38 4.85
H -1.73 1.37 3.62
H 0.35 -4.19 1.41
H 2.93 -0.40 7.04
H 3.58 1.75 4.04
H -0.94 3.88 5.94
H -2.44 2.94 5.74
H -4.21 5.93 -3.26
H 0.33 -2.17 -4.40
H -2.63 5.86 -4.89
H -3.54 0.63 -3.78
H 5.27 -3.71 -0.11
H 1.92 1.91 2.33
H 2.19 -1.91 -4.22
H -3.36 6.06 -1.70
H -3.89 3.56 -1.32
H 1.66 -7.16 -1.68
H -4.73 0.96 -2.48
H -1.54 3.53 4.30
H -1.86 1.09 -0.47
H 0.90 0.43 -4.19
H -3.53 3.18 -4.24

***

# 3
Density functional theory data (ωB97M-V with the def2-TZVPD basis set) for 6 unconnected molecules or ions with the total composition C20H42NO11S4.

Results
2S+1 ... 1
E_HOMO ... -12.2 eV
Gap between HOMO and LUMO ... 9.94 eV
Lowest unoccupied orbital energy ... -0.08261 Eh
Net charge ... +1

CARTESIAN COORDINATES (ANGSTROEM)
S -2.19 1.92 -1.80
S 2.22 3.29 -2.59
S 1.53 -0.13 2.68
S -2.59 -1.20 1.09
O 1.72 2.45 -1.49
O 0.60 -6.42 -0.60
O -3.36 1.09 -2.20
O 1.26 -0.96 1.57
O -2.19 0.23 1.17
O -2.05 -2.01 0.09
O 0.70 -4.26 -0.43
O -0.92 1.24 -1.63
O 1.41 -0.67 3.95
O 1.28 3.40 -3.78
O -0.23 -5.47 1.15
N 1.06 -0.98 -1.44
C 0.38 -5.29 -0.06
C -2.61 2.93 -0.45
C 2.73 4.89 -2.19
C 4.84 3.77 -2.91
C 1.28 -8.07 0.90
C -4.31 -1.57 1.05
C 3.20 0.36 2.46
C -4.64 -2.06 2.40
C 1.86 2.46 2.10
C 3.79 2.64 -3.22
C -2.27 -2.01 2.62
C -3.43 4.12 -1.02
C 3.10 1.67 1.70
C -2.02 3.23 -3.01
C 4.27 4.78 -1.84
C 0.80 1.41 2.37
C 0.05 -7.48 0.23
C -0.86 -6.80 1.16
C -3.49 -2.91 2.90
C -3.22 4.11 -2.66
H 4.20 4.08 -0.95
H 0.03 1.76 3.15
H -0.89 -6.90 2.20
H 2.97 1.49 0.79
H 3.81 -0.33 2.06
H -4.08 3.76 -3.06
H 4.94 4.48 -3.78
H 4.01 1.81 -2.52
H 5.77 3.51 -2.69
H 3.48 0.52 3.71
H 1.18 0.00 -1.22
H -5.51 -2.61 2.20
H -1.19 -2.34 2.49
H 1.96 5.17 -1.51
H -4.43 3.84 -0.69
H -3.15 5.20 -2.93
H 2.00 -8.35 0.16
H -4.74 -2.07 0.29
H 1.74 -1.58 -0.94
H -3.25 -3.85 2.27
H -1.62 3.30 0.05
H -3.44 -3.09 3.87
H 4.03 2.28 1.82
H 2.62 5.42 -3.00
H -2.10 -1.16 3.58
H -5.03 -1.48 3.08
H -3.17 4.77 -0.32
H -1.89 -6.76 0.65
H -1.00 3.59 -2.87
H 1.62 -7.36 1.36
H -0.47 -8.20 -0.35
H -2.09 2.72 -4.03
H 0.78 -8.78 1.41
H 1.96 3.16 2.93
H 0.08 -1.31 -1.33
H 4.62 5.80 -1.73
H -0.07 1.53 1.63
H 3.53 2.42 -4.06
H -4.57 -0.58 1.03
H -3.18 2.25 0.14
H 1.44 -0.85 -2.44
H 1.38 3.04 1.30

***

# 4
Density functional theory data (ωB97M-V with the def2-TZVPD basis set) for a molecular structure, C20H42NP3PmSe.

Results
2S+1 ... 5
E_HOMO (alpha / beta) ... -16.0 / -16.0 eV
Gap between HOMO and LUMO (alpha / beta) ... 5.50 / 5.71 eV
Lowest unoccupied orbital energy (alpha / beta) ... -0.38635 / -0.37851 Eh
<S²> ... 6.0072
Net charge ... +3

CARTESIAN COORDINATES (ANGSTROEM)
Pm -0.27 -0.05 0.36
Se -0.55 -3.14 -1.86
P -2.05 1.02 -1.57
P 0.84 2.68 1.37
P 1.78 0.66 -1.51
N -1.42 0.59 2.35
C -2.80 -0.21 -2.71
C 1.21 -7.51 -0.99
C 0.35 4.12 0.30
C 1.25 -2.02 1.09
C -2.10 0.78 3.29
C 2.10 2.30 -2.28
C -0.13 -6.04 -2.39
C 0.09 -4.97 -1.50
C 1.41 -6.45 -0.09
C 0.25 3.38 2.96
C 1.69 -1.07 1.99
C -3.03 0.95 4.40
C 0.85 -5.20 -0.35
C 1.54 -0.33 -3.03
C -2.99 2.34 5.10
C 0.42 -7.30 -2.13
C -3.56 1.71 -0.80
C -1.62 2.34 -2.74
C 2.63 3.06 1.59
C 3.49 0.17 -1.05
H 1.17 2.74 -2.66
H 1.02 -4.38 0.36
H 1.67 -8.48 -0.79
H -0.74 -5.90 -3.27
H 4.06 -0.01 -1.98
H 1.28 -1.36 -2.75
H 0.79 4.03 -0.71
H -1.26 3.22 -2.20
H -4.34 1.80 -1.56
H -3.90 1.06 0.02
H 0.68 5.06 0.76
H 2.80 2.17 -3.12
H 3.48 -0.75 -0.45
H 1.78 -2.28 0.16
H -2.83 0.16 5.13
H 3.97 0.97 -0.47
H -1.98 2.54 5.48
H -4.05 0.81 4.00
H -3.32 3.11 4.41
H 2.62 -0.50 1.89
H 0.32 -2.58 1.27
H -2.51 2.60 -3.33
H 0.39 2.65 3.77
H -3.33 2.70 -0.38
H 0.73 0.08 -3.63
H 0.26 -8.13 -2.81
H -3.60 0.28 -3.29
H -3.68 2.35 5.97
H -1.20 -2.81 -0.49
H -0.74 4.13 0.20
H -3.22 -1.05 -2.13
H 0.82 4.29 3.20
H 2.55 2.99 -1.55
H 3.07 2.33 2.28
H 2.76 4.06 2.02
H 2.47 -0.34 -3.61
H -0.81 3.64 2.92
H -0.82 2.01 -3.42
H 3.18 3.01 0.64
H 2.00 -6.61 0.82
H 1.11 -0.85 2.90
H -2.03 -0.60 -3.38

***

# 5
Density functional theory data (ωB97M-V with the def2-TZVPD basis set) for 3 unconnected molecules or ions with the total composition C20H43BF3INO12P2.

Results
2S+1 ... 1
E_HOMO ... -5.1 eV
Gap between HOMO and LUMO ... 7.36 eV
Lowest unoccupied orbital energy ... 0.08279 Eh
Net charge ... -1

CARTESIAN COORDINATES (ANGSTROEM)
I -6.70 4.44 -0.84
P 3.98 -1.15 4.80
P 0.30 -0.75 -5.40
F -3.87 -1.97 -0.99
F -4.28 -0.31 -2.28
F -5.49 -0.63 -0.50
O -4.47 -0.26 2.19
O 1.31 0.47 -5.61
O 5.23 -0.17 5.10
O -4.56 1.91 2.67
O -1.85 2.23 2.05
O 0.03 -0.65 -3.84
O -1.67 2.45 -0.31
O -0.49 -1.00 -6.61
O 3.07 -0.54 5.97
O 3.38 -0.42 3.52
O 1.37 -1.95 -5.28
O 4.53 -2.47 4.47
N -3.33 0.08 -0.22
C 0.58 1.61 0.21
C -3.77 1.30 0.51
C 2.29 -1.03 2.81
C -0.31 2.82 -0.12
C 2.28 -2.67 -7.43
C 6.57 -0.66 5.02
C 2.60 -1.37 7.05
C 0.79 1.77 -5.89
C -4.33 0.93 1.92
C -4.68 2.27 -0.32
C 1.00 -1.04 3.62
C 7.13 -0.56 3.62
C 1.40 -3.00 -6.24
C -1.31 -0.88 -3.31
C -5.90 2.82 0.42
C 3.72 -2.11 7.75
C 0.04 2.38 -4.72
C -4.25 -0.66 -0.95
C -1.90 -2.20 -3.74
C -7.03 1.83 0.62
B -2.38 2.05 0.80
H -2.55 0.30 -0.82
H -2.16 3.02 2.50
H -6.71 0.99 1.24
H -7.88 2.32 1.08
H 3.34 -2.74 -7.15
H 4.24 -2.79 7.07
H 1.49 1.68 -0.38
H 2.10 -3.36 -8.25
H -4.09 3.14 -0.62
H -0.91 1.87 -4.55
H -0.18 3.43 -4.91
H 0.16 -1.33 3.00
H 0.86 1.65 1.27
H -2.88 -2.33 -3.31
H 1.64 2.39 -6.15
H 3.33 -2.70 8.57
H 1.80 -3.88 -5.72
H 2.11 -1.65 -7.77
H 4.46 -1.41 8.14
H 6.41 -0.89 2.88
H 7.16 -0.04 5.71
H 2.14 -0.45 1.90
H 0.14 1.72 -6.77
H 2.56 -2.04 2.52
H 0.03 3.22 -1.08
H 8.04 -1.15 3.53
H 0.80 -0.05 4.04
H -5.02 1.84 -1.26
H 6.62 -1.68 5.39
H 1.86 -2.07 6.67
H 0.62 2.30 -3.80
H 0.39 -3.26 -6.56
H 0.04 0.70 -0.03
H 7.38 0.48 3.39
H -1.22 -0.85 -2.22
H -2.00 -2.25 -4.83
H -0.17 3.64 0.60
H -1.96 -0.05 -3.60
H -7.35 1.46 -0.35
H 1.06 -1.75 4.45
H -1.26 -3.03 -3.44
H -5.61 3.32 1.34
H 2.10 -0.70 7.75

***

# 6
Density functional theory data (ωB97M-V with the def2-TZVPD basis set) for 3 unconnected molecules or ions with the total composition C20H43BIN4O9.

Results
2S+1 ... 1
E_HOMO ... -10.4 eV
Gap between HOMO and LUMO ... 8.09 eV
Lowest unoccupied orbital energy ... -0.08505 Eh
Net charge ... +1

CARTESIAN COORDINATES (ANGSTROEM)
I -4.56 -1.98 -4.96
O 1.25 1.74 -5.89
O -1.33 1.12 7.81
O 1.38 0.38 5.12
O 1.97 -0.48 2.37
O 0.20 -0.70 -7.57
O -1.46 -0.22 -6.15
O -1.85 1.95 10.59
O -0.17 2.15 -7.77
O 0.08 3.86 -6.17
N -0.21 -2.14 -1.73
N 1.35 0.02 -4.34
N -0.39 1.32 -4.34
N -0.51 0.38 -3.37
C 0.53 -0.42 -3.36
C -2.95 -1.51 -3.63
C 1.43 -2.23 -6.19
C -3.22 2.09 10.26
C 0.73 1.09 -4.90
C -1.26 2.49 7.47
C 2.77 -0.78 3.51
C 2.65 -1.32 -6.01
C 2.66 -0.52 -4.70
C -0.51 0.79 8.93
C -1.68 0.39 -2.51
C -0.06 -1.79 -0.29
C -1.11 -0.76 -7.17
C 0.90 -1.58 -2.49
C -2.93 -0.04 -3.26
C 0.84 -1.98 -7.57
C 2.01 0.89 2.01
C 1.95 -0.87 4.77
C 0.01 0.50 4.76
C -1.31 0.69 10.21
B 0.35 2.62 -6.62
H 1.75 -1.31 -1.87
H -1.34 3.14 8.35
H -3.84 1.52 10.96
H -2.96 0.54 -4.18
H -3.08 -2.12 -2.75
H -1.82 1.43 -2.23
H -0.01 -0.70 -0.25
H 0.88 -2.12 0.12
H -1.52 -0.16 -1.60
H -3.83 0.25 -2.72
H -0.61 -0.07 5.46
H 1.27 -2.34 -3.17
H 1.64 -1.95 -8.28
H 3.53 -1.95 -6.00
H -2.04 -1.80 -4.14
H -2.10 2.72 6.81
H 3.24 -1.75 3.32
H 0.87 4.24 -5.77
H -3.43 1.77 9.24
H 2.76 -0.66 -6.85
H -2.10 -0.06 10.11
H -0.64 0.37 11.01
H 1.69 -3.28 -6.13
H 1.17 -1.63 4.67
H -0.33 2.70 6.95
H -0.26 1.55 4.83
H 2.96 1.12 1.50
H 1.19 1.09 1.33
H 2.60 -1.17 5.60
H 3.34 0.31 -4.83
H -0.12 -3.15 -1.75
H 1.91 1.55 2.88
H -0.18 0.15 3.74
H 0.41 1.45 -8.10
H -0.91 -2.13 0.28
H 3.57 -0.04 3.62
H -1.79 -1.28 -7.85
H 0.30 1.52 9.03
H -0.06 -0.19 8.72
H 0.67 -2.05 -5.43
H 0.14 -2.77 -7.87
H 3.06 -1.10 -3.89
H -3.47 3.15 10.35

***

| no. | maximum force (eV Å⁻¹) |
| --- | --- |
| 1 | 1.9 |
| 2 | 9.0 |
| 3 | 12.8 |
| 4 | 2.7 |
| 5 | 4.4 |
| 6 | 1.8 |